Molecular formula: C7H14N2
Method: DFT, ωB97M-V/def2-TZVPD

Cartesian coordinates (Å):
N (1.802031, -0.015684, -2.495284)
C (1.747317, -0.276633, -1.152251)
C (0.342602, -0.434913, -0.262895)
C (-0.529843, 0.731797, -0.078721)
C (-0.189945, 1.812271, 0.982531)
C (-1.398437, 1.280792, 1.835111)
N (-1.785230, 0.333921, 0.798478)
C (-0.731325, -1.585557, -0.533955)
C (0.184544, -1.524503, 0.766178)
H (1.132596, -0.715691, -2.951690)
H (1.585707, 0.946474, -3.010517)
H (2.139676, 0.487504, -0.477500)
H (2.125124, -1.288641, -1.104897)
H (-0.803635, 1.186655, -1.071579)
H (-0.248504, 2.772471, 0.615245)
H (0.766349, 1.659514, 1.228706)
H (-2.058716, 2.202140, 2.012123)
H (-1.128097, 0.886343, 2.776939)
H (-1.541025, -0.844816, 1.144290)
H (-1.758016, -1.232097, -0.368469)
H (-0.486454, -2.541163, -1.094071)
H (-0.179756, -1.587105, 1.909785)
H (1.013037, -2.253077, 0.532442)

Forces on the atoms, in the same order (eV/Å):
N -2.529 1.482 -5.397
C -2.553 -0.279 4.269
C -0.964 -1.669 -1.810
C -2.346 1.446 0.680
C -2.826 -2.307 -0.782
C 0.828 3.098 -0.862
N 1.151 -3.452 0.136
C 2.384 -1.129 0.872
C 0.844 -1.696 -0.149
H 1.416 1.347 0.412
H 0.427 -2.484 2.375
H 1.313 -0.275 -0.528
H 0.809 -0.064 0.978
H -0.026 -0.640 0.800
H -0.546 2.215 -0.671
H 3.644 -0.532 1.993
H 0.143 -1.684 -0.230
H 0.213 -0.621 1.086
H -1.496 5.340 -0.671
H 0.543 -0.841 -1.082
H -0.570 1.607 0.330
H 1.005 0.620 -2.744
H -0.864 0.518 0.997

Properties
E_HOMO ... -8.45 eV
Strongest force on any atom ... 6.1 eV/Å
Energy above the lowest of the compared OMol25 structures with the same formula, charge and spin ... 572.75 kJ/mol
Net charge ... 0
Lowest unoccupied orbital energy ... 1.00 eV
Structure (SMILES) ... NCC1([C@@H]2CCN2)CC1
DFT total energy ... -384.41374 Ha
Frontier orbital gap ... 9.450 eV



Molecular formula: C25H42Cl2NPPb
Method: DFT, ωB97M-V/def2-TZVPD

Cartesian coordinates (Å):
P (0.072117, -0.824048, -0.076703)
C (1.637692, -0.211344, -0.979132)
C (1.924029, -0.672221, -2.413844)
C (3.332378, -0.250664, -2.849452)
C (3.601470, 1.244228, -2.640157)
C (3.214149, 1.724214, -1.235050)
C (1.772655, 1.318053, -0.883729)
C (-1.348891, 0.040115, -0.930964)
C (-1.189305, 0.184429, -2.445640)
C (-2.494223, 0.694443, -3.058575)
C (-2.932578, 2.021583, -2.425740)
C (-2.954533, 1.971945, -0.891064)
C (-1.649977, 1.410860, -0.295571)
C (-0.059209, -2.537659, -0.838117)
C (1.132850, -3.406209, -0.391929)
C (1.077414, -4.776951, -1.087151)
C (-0.249087, -5.505369, -0.842554)
C (-1.453739, -4.633042, -1.209326)
C (-1.402402, -3.237667, -0.572450)
H (2.401332, -0.643627, -0.306104)
H (1.193358, -0.225853, -3.101368)
H (1.834516, -1.763055, -2.511042)
H (3.469649, -0.510146, -3.907015)
H (4.067182, -0.833315, -2.276754)
H (4.661456, 1.454625, -2.823036)
H (3.025848, 1.817028, -3.381578)
H (3.889645, 1.278189, -0.489348)
H (3.318615, 2.813723, -1.165585)
H (1.529625, 1.673974, 0.129799)
H (1.081659, 1.802388, -1.593920)
H (-2.212291, -0.613606, -0.720947)
H (-3.270407, -0.068054, -2.900238)
H (-0.912785, -0.769225, -2.915771)
H (-0.386573, 0.906384, -2.654275)
H (-2.365195, 0.810406, -4.142759)
H (-3.926611, 2.292019, -2.801036)
H (-2.238794, 2.810572, -2.750062)
H (-3.149288, 2.973543, -0.487888)
H (-3.782811, 1.323508, -0.568332)
H (-1.753206, 1.320965, 0.799432)
H (-0.820816, 2.108242, -0.495811)
H (0.012271, -2.374378, -1.927664)
H (2.092783, -2.916857, -0.624421)
H (1.096135, -3.523495, 0.704240)
H (1.201934, -4.624156, -2.170924)
H (1.916536, -5.390565, -0.743645)
H (-0.315588, -5.801460, 0.212944)
H (-0.273881, -6.429596, -1.429948)
H (-2.380856, -5.130199, -0.903039)
H (-1.491849, -4.519075, -2.302421)
H (-2.239304, -2.635853, -0.959564)
H (-1.547587, -3.304495, 0.515125)
Pb (0.069109, -0.218539, 2.687869)
Cl (-2.160806, -1.631664, 2.296705)
Cl (2.698803, -0.680836, 2.163900)
C (-0.439070, 1.401309, 4.219609)
H (-0.764384, 1.041887, 5.209905)
C (-0.422581, 2.799223, 4.021809)
C (-1.133758, 3.745437, 4.857493)
C (-1.251188, 5.081838, 4.479377)
C (-0.615841, 5.563518, 3.316480)
C (0.148430, 4.682832, 2.533474)
C (0.262637, 3.345755, 2.865333)
H (-1.660477, 3.386659, 5.752037)
H (-1.871867, 5.768246, 5.064028)
H (0.633473, 5.066008, 1.637462)
H (0.843857, 2.666918, 2.226067)
H (-0.737690, 6.601982, 3.011881)
N (0.165025, -1.487151, 4.888035)
H (-0.752830, -1.407313, 5.332616)
H (0.879969, -1.120512, 5.516553)
H (0.353647, -2.468843, 4.679439)

Forces on the atoms, in the same order (eV/Å):
P 0.247 0.024 -2.636
C -0.270 -0.116 0.826
C -0.165 -0.031 -0.158
C 0.106 -0.032 0.165
C -0.117 0.043 0.018
C -0.085 -0.129 0.046
C 0.320 -0.052 -0.041
C 0.177 -0.052 0.571
C -0.184 0.030 -0.069
C -0.036 0.003 0.069
C 0.122 -0.011 -0.032
C -0.006 -0.113 0.079
C -0.182 0.025 -0.204
C -0.041 0.068 0.197
C -0.140 -0.075 -0.066
C -0.064 0.134 0.071
C 0.040 0.110 0.060
C 0.101 0.129 -0.075
C 0.078 -0.073 0.321
H -0.103 0.226 -0.355
H 0.257 -0.164 0.114
H 0.051 0.286 -0.003
H 0.044 0.025 0.174
H -0.074 0.072 -0.053
H -0.150 0.014 -0.037
H 0.065 -0.049 0.078
H -0.131 0.105 -0.120
H 0.050 -0.145 -0.015
H 0.011 -0.089 -0.219
H 0.168 -0.081 0.270
H 0.177 0.205 -0.014
H 0.056 0.125 -0.052
H -0.057 0.233 0.122
H -0.251 -0.190 -0.007
H -0.117 0.005 0.174
H 0.157 0.052 0.060
H -0.086 -0.080 0.037
H -0.012 -0.169 -0.055
H 0.126 0.125 -0.009
H -0.006 0.025 -0.287
H -0.200 -0.162 0.079
H 0.049 -0.003 0.303
H -0.321 -0.108 0.131
H 0.025 -0.036 -0.252
H 0.037 -0.028 0.169
H -0.069 0.024 -0.101
H 0.013 0.090 -0.082
H 0.000 0.059 0.093
H 0.087 0.056 -0.105
H -0.002 -0.053 0.099
H 0.250 -0.175 0.125
H -0.016 -0.106 -0.333
Pb 0.232 -0.215 0.306
Cl 0.087 0.234 0.453
Cl -0.204 0.011 0.524
C -0.099 0.903 0.861
H -0.096 0.028 -0.508
C 0.199 0.534 -0.678
C 0.098 -0.203 -0.406
C 0.198 -0.153 -0.230
C -0.140 -0.501 0.279
C -0.073 0.142 0.070
C -0.637 -0.197 0.422
H 0.288 0.099 -0.440
H 0.298 -0.312 -0.103
H -0.014 -0.124 0.170
H -0.208 0.305 0.297
H 0.064 -0.249 0.118
N -0.037 -0.255 -0.034
H 0.347 -0.137 -0.208
H -0.161 -0.183 -0.202
H -0.066 0.301 0.237

Properties
E_HOMO (spin up / spin down) ... -7.38 / -6.80 eV
Strongest force on any atom ... 2.6 eV/Å
Net charge ... 0
Lowest unoccupied orbital energy (spin up / spin down) ... -1.54 / -0.99 eV
DFT total energy ... -2487.14266 Ha
Frontier orbital gap (spin up / spin down) ... 5.841 / 5.806 eV



Molecular formula: C33H41N5Ti
Method: DFT, ωB97M-V/def2-TZVPD

Cartesian coordinates (Å):
Ti (0.399602, -0.170866, 0.853812)
N (0.906592, -3.185200, 4.599888)
N (-0.517772, -2.120777, -1.419529)
C (0.970681, 1.703707, 0.115182)
C (2.106652, 0.834265, 0.450354)
C (2.063740, 0.623562, 1.885280)
C (3.079956, -0.046645, 2.683134)
H (3.928862, -0.345976, 2.064060)
H (2.635679, -1.355986, 3.599958)
H (3.353513, 0.542263, 3.562726)
C (0.928819, 1.335713, 2.424742)
C (0.638549, 1.491639, 3.879454)
H (1.345398, 2.190931, 4.357187)
H (0.730604, 0.533058, 4.410847)
H (-0.377034, 1.882753, 4.044711)
C (0.318921, 2.068566, 1.361347)
C (-0.586416, 3.238811, 1.543482)
H (-1.419635, 2.982815, 2.213011)
H (-1.006644, 3.559894, 0.581739)
H (-0.077166, 4.118301, 1.981012)
C (3.106896, 0.253743, -0.478525)
H (4.010732, 0.876885, -0.438916)
H (2.734482, 0.226918, -1.509433)
H (3.391190, -0.773181, -0.207732)
C (0.902863, 2.501315, -1.134497)
H (-0.129415, 2.699790, -1.439965)
H (1.418282, 1.978861, -1.943344)
H (1.415787, 3.461739, -0.964790)
C (0.062076, -4.137249, 4.974005)
H (0.013742, -4.381741, 6.035650)
C (-0.786650, -4.835399, 4.100918)
H (-1.406447, -5.643475, 4.488893)
C (-0.764434, -4.490328, 2.740095)
H (-1.444938, -4.957396, 2.025507)
C (0.098296, -3.493218, 2.322116)
H (0.093397, -3.148934, 1.285797)
C (1.000642, -2.878670, 3.276009)
C (2.011320, -1.947176, 2.890493)
H (2.454893, -2.188648, 1.926038)
C (-0.728320, -0.994153, -2.065858)
C (0.357517, -2.877356, -2.192069)
H (0.733168, -3.815771, -1.811339)
C (0.653411, -2.205624, -3.343392)
H (1.158722, -2.536048, -4.244702)
N (-0.005981, -0.959564, -3.228790)
C (0.027083, 0.177685, -4.061747)
C (1.154857, 0.582195, -4.806275)
C (1.032465, 1.765993, -5.553912)
H (1.876448, 2.057038, -6.190642)
C (-0.133694, 2.540927, -5.490710)
C (-0.254481, 3.754307, -6.356727)
H (-0.772713, 4.553993, -5.821346)
H (-0.833450, 3.534527, -7.262427)
H (0.736710, 4.104632, -6.661163)
C (-1.180643, 2.186731, -4.631522)
H (-2.062937, 2.821642, -4.539124)
C (-1.116512, 0.990719, -3.902836)
C (-2.138038, 0.505388, -3.001814)
H (-2.697196, -0.366920, -3.363109)
H (-2.792955, 1.269828, -2.594496)
H (-1.412575, -0.138051, -1.776701)
C (2.448150, -0.175534, -4.767489)
H (2.318336, -1.248035, -4.948882)
H (2.981664, -0.045764, -3.811113)
H (3.092353, 0.219035, -5.561582)
C (-2.823925, -1.628277, 4.699787)
C (-2.609036, -0.892030, 3.451088)
C (-3.428559, -0.149975, 2.603655)
C (-2.642258, 0.259426, 1.530191)
N (-1.396857, -0.224064, 1.728038)
N (-1.402597, -0.892816, 2.892904)
C (-2.947430, 1.148996, 0.408353)
H (-3.883462, -1.530556, 4.956254)
H (-2.581103, -2.694667, 4.582032)
H (-2.215802, -1.227354, 5.526054)
H (-4.460698, 0.111011, 2.775555)
H (-0.544065, -1.191602, 3.344871)
H (-3.410293, 0.622531, -0.438347)
H (-3.644942, 1.920892, 0.768794)
H (-2.056015, 1.662017, 0.019827)

Forces on the atoms, in the same order (eV/Å):
Ti -0.664 -3.558 -0.251
N -0.537 -0.247 0.833
N 0.852 -0.500 0.692
C 0.929 1.545 1.429
C -1.150 0.946 -0.322
C 4.484 0.894 2.678
C -0.223 5.365 -3.284
H -0.142 -0.406 0.470
H -0.804 -1.525 -0.104
H -0.262 -0.738 0.310
C -0.118 0.041 -0.735
C -0.154 -0.166 0.191
H -0.109 -0.096 -0.082
H 0.010 0.204 -0.056
H 0.238 -0.131 -0.012
C 1.967 -0.226 -1.011
C -0.809 -0.090 -0.170
H 0.036 0.173 -0.111
H 0.022 -0.023 0.242
H 0.065 -0.538 -0.139
C 0.268 -0.004 -0.222
H 0.154 -0.214 -0.177
H 0.101 0.045 0.159
H -0.028 0.192 -0.037
C -0.112 0.137 -0.234
H 0.156 -0.018 -0.151
H -0.208 0.125 -0.127
H -0.138 -0.146 -0.194
C -0.643 -0.102 -0.785
H 0.143 0.128 -0.033
C 0.147 -0.300 0.629
H 0.058 0.225 -0.144
C 0.415 0.708 -0.214
H 0.198 0.060 0.163
C -0.178 -0.448 0.365
H 0.012 -0.133 0.139
C 1.231 0.321 -0.293
C -2.369 -2.730 -0.346
H 0.038 0.335 0.037
C 2.453 -1.102 2.215
C -0.289 0.303 -0.075
H -0.122 -0.107 -0.334
C -0.542 0.392 0.362
H -0.118 0.245 0.455
N 0.289 -1.583 0.198
C 0.870 0.906 -0.653
C -1.333 -0.191 0.622
C -0.032 -0.240 0.038
H -0.370 0.033 0.177
C 0.144 -0.181 0.506
C -0.013 0.240 -0.164
H 0.067 0.040 -0.103
H 0.090 0.054 0.083
H -0.165 0.070 -0.018
C 0.950 0.239 -0.292
H 0.164 -0.213 -0.121
C -1.050 -0.379 -0.005
C -2.511 2.604 -1.754
H 0.318 -0.055 0.434
H -0.548 0.447 -0.601
H 0.863 -0.636 -0.422
C 0.400 0.010 -0.389
H 0.210 0.422 0.038
H -0.239 -0.120 -0.239
H 0.049 -0.100 0.161
C -0.604 -0.232 0.820
C 0.181 0.322 -0.679
C -0.489 -0.085 0.438
C 1.258 -0.827 1.055
N -1.868 0.562 0.186
N -0.679 0.194 0.105
C -0.545 0.638 -0.774
H 0.191 -0.138 0.211
H -0.003 0.293 -0.002
H -0.176 -0.127 -0.266
H -0.016 -0.137 -0.022
H 0.326 -0.211 -0.414
H 0.105 0.115 0.233
H 0.114 -0.204 -0.258
H -0.205 -0.367 0.148

Properties
E_HOMO (spin up / spin down) ... -2.20 / -2.16 eV
Strongest force on any atom ... 6.3 eV/Å
Net charge ... -1
Spin multiplicity ... 2
Lowest unoccupied orbital energy (spin up / spin down) ... 2.50 / 2.49 eV
DFT total energy ... -2405.02013 Ha
Frontier orbital gap (spin up / spin down) ... 4.696 / 4.650 eV



Molecular formula: C4H6OS2
Method: DFT, ωB97M-V/def2-TZVPD

Cartesian coordinates (Å):
C (0.362334, -1.184829, 1.010458)
C (-0.948871, -0.705371, 0.633155)
S (-1.316761, 0.873459, 1.357169)
C (-0.983485, 0.576089, -0.356355)
C (0.315751, 1.131112, -1.102270)
O (1.085442, 1.886310, -0.182167)
S (0.573626, 0.983250, -2.732341)
H (0.595936, -1.876383, 0.048056)
H (1.014986, -0.363158, 1.040449)
H (0.476891, -2.034164, 1.815070)
H (-1.597686, -1.506112, 0.456321)
H (-1.748031, 0.412576, -1.348169)
H (2.169866, 1.807219, -0.639376)

Forces on the atoms, in the same order (eV/Å):
C 1.446 -5.276 -2.061
C 0.689 2.792 -0.568
S -1.475 0.585 -0.213
C 0.038 -1.821 -3.536
C -0.564 0.711 1.911
O 3.905 -2.397 -3.965
S 0.011 0.010 1.950
H 0.329 1.501 1.815
H 1.391 0.572 0.534
H -0.536 2.287 -0.923
H -1.807 -0.431 -0.260
H 1.437 0.705 3.445
H -4.865 0.762 1.871

Properties
E_HOMO ... -9.02 eV
Strongest force on any atom ... 6.1 eV/Å
Energy above the lowest of the compared OMol25 structures with the same formula, charge and spin ... 329.99 kJ/mol
Net charge ... 0
Lowest unoccupied orbital energy ... -0.21 eV
Structure (SMILES) ... C[C@H]1S[C@H]1C(O)=S
DFT total energy ... -1027.50586 Ha
Frontier orbital gap ... 8.813 eV



Molecular formula: C5H9NO
Method: DFT, ωB97M-V/def2-TZVPD

Cartesian coordinates (Å):
C (-0.913082, 0.397916, -1.287518)
C (-0.150282, 0.121071, 0.002940)
C (-0.877887, 0.640113, 1.234518)
C (0.415598, -1.324456, 0.127119)
N (1.744684, -0.757789, -0.076265)
C (1.332524, 0.548349, -0.091303)
O (1.925508, 1.597824, -0.150052)
H (-0.986912, 1.477919, -1.456022)
H (-1.927510, -0.014641, -1.238577)
H (-0.401742, -0.043795, -2.150507)
H (-1.129749, 1.701215, 1.110874)
H (-0.258582, 0.540138, 2.136104)
H (-1.811746, 0.082016, 1.391817)
H (0.273268, -1.776675, 1.116136)
H (0.097983, -2.026359, -0.652364)
H (2.667926, -1.162847, -0.016901)

Forces on the atoms, in the same order (eV/Å):
C 0.004 -0.001 -0.047
C -0.126 0.041 -0.008
C -0.027 0.073 0.097
C -0.174 -0.193 0.023
N 0.235 0.092 0.020
C 0.183 0.234 -0.012
O -0.238 -0.402 0.003
H -0.003 -0.163 0.042
H 0.138 0.053 0.007
H -0.071 0.065 0.125
H 0.080 -0.224 0.041
H -0.149 0.010 -0.188
H 0.198 0.135 -0.050
H 0.008 0.075 -0.155
H 0.050 0.130 0.100
H -0.108 0.074 0.002

Properties
E_HOMO ... -9.61 eV
Strongest force on any atom ... 0.5 eV/Å
Energy above the lowest of the compared OMol25 structures with the same formula, charge and spin ... 67.83 kJ/mol
Net charge ... 0
Lowest unoccupied orbital energy ... 0.83 eV
Structure (SMILES) ... CC1(C)CNC1=O
DFT total energy ... -325.91172 Ha
Frontier orbital gap ... 10.441 eV



Molecular formula: C5H9NO
Method: DFT, ωB97M-V/def2-TZVPD

Cartesian coordinates (Å):
C (-0.289147, -1.355968, 0.455812)
C (-1.409536, -0.773210, 0.019360)
C (-1.547047, 0.614470, -0.562129)
C (-2.617473, -1.564063, 0.065032)
N (-3.578805, -2.209787, 0.084151)
H (-0.307460, -2.364212, 0.857492)
H (0.654095, -0.825845, 0.437761)
H (-2.451008, 1.100146, -0.179603)
H (-0.677768, 1.228534, -0.318901)
H (-1.648010, 0.558553, -1.652191)
C (2.519606, 0.835443, -0.151434)
O (1.336994, 1.179169, 0.545083)
H (3.027856, 1.727513, -0.535077)
H (2.227038, 0.207680, -0.999700)
H (3.214897, 0.259236, 0.471906)
H (1.545769, 1.382339, 1.462435)

Forces on the atoms, in the same order (eV/Å):
C -0.139 0.061 -0.029
C 0.138 -0.148 0.016
C 0.012 0.017 0.001
C -0.884 -0.608 -0.012
N 0.823 0.629 -0.006
H -0.047 0.104 -0.118
H -0.236 -0.086 0.033
H 0.138 -0.092 -0.040
H -0.173 -0.198 -0.057
H -0.024 -0.020 0.143
C 0.306 -0.078 -0.199
O 0.080 0.257 0.329
H -0.006 -0.134 0.051
H 0.061 0.131 0.103
H -0.090 0.103 -0.099
H 0.040 0.061 -0.115

Properties
E_HOMO ... -9.85 eV
Strongest force on any atom ... 1.1 eV/Å
Energy above the lowest of the compared OMol25 structures with the same formula, charge and spin ... 210.95 kJ/mol
Net charge ... 0
Lowest unoccupied orbital energy ... 0.51 eV
Structure (SMILES) ... C=C(C)C#N.CO
DFT total energy ... -325.85721 Ha
Frontier orbital gap ... 10.367 eV